51
Properties=species:S:1:pos:R:3:mulliken_charge:R:1 method="wB97M-V/def2-TZVPD" relative_energy_kcal_mol=7.5 homo_energy_ha="-0.5267 / -0.5280" orbital_gap_ev="8.21 / 7.00" multiplicity=2 total_energy_ha=-1107.7500 total_charge=+2 s_squared=0.756
Ru 0.0516 -0.0219 -0.0091 -0.06
C 0.2238 0.6083 4.2723 -1.12
C -0.5395 -0.4511 4.7431 -0.76
C -1.0769 -1.3599 3.8485 -0.78
C -0.8432 -1.2127 2.4818 1.19
C -0.0808 -0.1518 1.9905 0.17
C 0.4405 0.7622 2.9065 0.20
C -1.3974 -2.0922 1.4548 1.28
C -2.0085 -3.3192 1.7715 -1.27
C -2.5110 -4.0963 0.7775 -0.75
C -2.4582 -3.6398 -0.5565 1.12
C -3.0209 -4.3935 -1.6112 -0.93
C -3.0153 -3.9199 -2.8914 -0.69
C -2.4597 -2.6550 -3.1502 -0.84
C -1.8917 -1.9181 -2.1445 0.50
C -1.8479 -2.3947 -0.8255 0.15
N -1.2590 -1.6516 0.1923 0.06
H 0.6353 1.3295 4.9662 0.44
H -0.7221 -0.5607 5.8028 0.44
H -1.6980 -2.1642 4.2188 0.38
H 1.0098 1.6382 2.6029 0.39
H -2.0522 -3.6378 2.8012 0.37
H -2.9694 -5.0525 0.9967 0.49
H -3.4705 -5.3502 -1.3777 0.43
H -3.4501 -4.4965 -3.6954 0.42
H -2.4960 -2.2542 -4.1552 0.47
H -1.5098 -0.9372 -2.3426 -0.35
N 0.6957 -0.0138 -2.3688 -0.42
C -0.0319 1.0319 -3.1671 -0.71
C -0.1063 2.3640 -2.4145 -0.12
C -1.5274 2.7200 -1.9728 -1.19
C -2.1229 1.7857 -0.9233 -0.30
N -1.2362 1.6405 0.2834 -0.43
H 1.6792 0.2420 -2.4136 0.32
H 0.6239 -0.9034 -2.8570 0.20
H -1.0388 0.6585 -3.3435 0.37
H 0.4282 1.1514 -4.1477 0.53
H 0.3099 3.1765 -3.0080 0.36
H 0.5298 2.2899 -1.5284 0.14
H -2.2070 2.6990 -2.8271 0.41
H -1.5410 3.7474 -1.6002 0.40
H -2.2968 0.7841 -1.3243 0.09
H -3.0948 2.1715 -0.6145 0.49
H -1.8062 1.4306 1.0993 0.37
H -0.7958 2.5404 0.4593 0.25
N 2.0186 0.8255 0.1773 -0.32
N 2.0462 -0.5973 0.2974 -0.39
H 2.7508 1.2016 -0.4212 0.25
H 2.1199 1.2316 1.1046 0.20
H 2.4162 -0.9297 1.1859 0.27
H 2.5347 -1.0484 -0.4713 0.25

63
Properties=species:S:1:pos:R:3:mulliken_charge:R:1 method="wB97M-V/def2-TZVPD" relative_energy_kcal_mol=26.4 homo_energy_ha=-0.3677 orbital_gap_ev=9.98 smiles="C[C@H]1COC(=O)O1.O=C1OCCO1.O=C1OCCO1.O=C1OCCO1.O=C1OCCO1.O=C1OCCO1" total_energy_ha=-2093.8240 total_charge=0
C -19.0198 -4.8914 -0.3054 -0.51
C -19.6184 -3.6571 -0.7526 -0.19
O -18.8253 -2.6856 -0.2057 -0.14
C -17.9171 -3.3106 0.6773 0.65
O -17.2110 -2.7731 1.5398 -0.57
O -17.8999 -4.6132 0.4141 -0.35
H -18.9388 -5.5980 -1.1314 0.30
H -19.6516 -5.4070 0.4178 0.28
H -20.5935 -3.5264 -0.2833 0.31
H -19.7468 -3.6435 -1.8350 0.28
C -17.9871 -1.9378 -3.4743 0.02
C -17.0839 -0.6166 -3.3647 0.03
O -16.0880 -0.9528 -4.3076 -0.39
C -16.6143 -1.8146 -5.2867 0.55
O -16.1239 -2.0933 -6.3824 -0.59
O -17.8113 -2.1970 -4.8718 -0.38
H -19.0393 -1.8128 -3.2185 0.20
H -17.7061 -2.7219 -2.7712 -0.09
H -16.7359 -0.6237 -2.3317 0.39
H -17.5484 0.2423 -3.8492 0.22
C -18.9148 0.6253 0.8002 -0.16
C -19.5198 0.7509 -0.6253 0.03
O -18.4891 1.5048 -1.2641 -0.04
C -17.5877 1.9103 -0.4509 0.62
O -16.7223 2.6989 -0.7065 -0.57
O -17.6750 1.4280 0.7949 -0.40
H -18.6958 -0.4405 0.8648 -0.04
H -19.4520 1.0406 1.6529 0.37
H -20.4908 1.1860 -0.3892 0.26
H -19.4025 -0.1531 -1.2229 -0.01
C -14.5589 -4.5659 -3.6004 -0.16
C -13.7079 -5.7634 -3.9445 -0.31
O -13.8104 -6.5376 -2.8177 -0.36
C -14.9346 -6.1691 -2.0519 0.60
O -15.5435 -6.7874 -1.2167 -0.52
O -15.3852 -5.0088 -2.5286 -0.25
H -15.3381 -4.3466 -4.3304 0.09
H -14.0002 -3.6625 -3.3556 0.27
H -12.7459 -5.3355 -4.2267 0.33
H -14.2108 -6.1770 -4.8186 0.27
C -21.6009 4.7767 -4.4853 -0.35
C -21.2631 4.4609 -3.0179 -0.42
O -20.0782 3.7795 -3.0860 -0.21
C -19.9720 3.2391 -4.2437 0.66
O -19.2222 2.3010 -4.4848 -0.50
O -20.9286 3.7235 -5.0749 -0.37
H -21.2386 5.7591 -4.7880 0.28
H -22.6614 4.6271 -4.6879 0.28
H -21.9948 3.7816 -2.5807 0.31
H -20.9944 5.3955 -2.5255 0.29
C -14.0021 2.1863 -2.4348 -1.60
C -14.9152 2.6241 -3.5011 1.32
C -15.9069 3.8507 -3.5008 0.22
O -16.0277 4.1244 -4.9250 -0.30
C -15.1439 3.5300 -5.6132 0.58
O -15.0078 3.6323 -6.8486 -0.61
O -14.2783 2.8383 -4.7051 -0.45
H -14.4016 2.0107 -1.4360 0.32
H -13.3546 3.0405 -2.2367 0.44
H -13.3359 1.3836 -2.7510 0.36
H -15.6229 1.8030 -3.6145 -0.37
H -15.7448 4.6536 -2.7817 0.29
H -16.8611 3.4355 -3.1763 -0.24

47
Properties=species:S:1:pos:R:3:mulliken_charge:R:1 method="wB97M-V/def2-TZVPD" relative_energy_kcal_mol=61.4 homo_energy_ha=-0.3244 orbital_gap_ev=9.31 smiles="O=C1C[C@H]2CCC[C@@H]3C[C@H]4CCC[C@@H]5CC(=O)[C@@H]1[C@@H]([C@H]23)[C@@H]54" total_energy_ha=-889.9853 total_charge=0
O -1.7292 -1.8685 3.3225 -0.59
O -3.2456 -2.6976 1.1686 -0.56
C -1.4208 -0.8483 2.6905 0.27
C -2.4702 -1.9230 0.6520 0.03
C -0.7021 0.3102 3.4278 -1.06
C -2.4601 -1.8317 -0.8703 -0.96
C -1.8726 -0.5893 1.2674 0.12
C 1.4302 3.3602 1.6970 -0.86
C 0.4272 -2.0921 -3.4746 -0.74
C 0.8193 2.4439 2.7761 -1.05
C -1.0549 -1.8709 -2.9041 -1.23
C 1.2986 2.7957 0.1993 -0.96
C 1.4554 -1.0548 -2.8659 -0.90
C 1.8321 0.5324 -1.1103 -1.83
C -0.0606 1.3200 2.3826 0.21
C -1.0797 -2.0364 -1.4112 0.23
C 1.5975 1.2150 0.2757 -0.35
C 0.7368 -0.2498 -1.7264 0.46
C -0.6783 -0.1119 0.3140 -0.02
C 0.4856 0.4916 1.0802 -0.59
C -0.0753 -1.1419 -0.6935 -0.01
H 0.2169 -0.1268 3.8148 0.33
H -1.4178 0.6513 4.1874 0.33
H -2.9389 -0.8832 -1.3140 0.33
H -3.0026 -2.7051 -1.2013 0.53
H -2.5938 0.2406 1.2751 0.65
H 2.4447 3.5634 1.9373 0.41
H 1.0549 4.3952 1.7571 0.37
H 0.7320 -3.1222 -3.1585 0.33
H 0.4853 -2.1461 -4.5775 0.38
H 0.2216 3.0295 3.5096 0.34
H 1.7570 2.1441 3.2883 0.33
H -1.7579 -2.6137 -3.4117 0.39
H -1.4561 -0.9122 -3.2053 0.43
H 2.2389 3.2196 -0.2579 0.32
H 0.4545 2.8593 -0.4569 0.48
H 2.3689 -1.6380 -2.5178 0.25
H 1.8784 -0.2637 -3.6624 0.35
H 2.6862 -0.1377 -0.8387 0.36
H 2.2288 1.2807 -1.8165 0.32
H -0.8924 1.9160 1.9425 0.29
H -0.8463 -3.0768 -1.3076 0.33
H 2.4628 1.0844 0.8482 0.74
H 0.0377 0.4860 -2.1711 0.56
H -1.1883 0.7212 -0.2906 0.22
H 1.0377 -0.3607 1.4422 0.62
H 0.5543 -1.7580 -0.0121 0.40

50
Properties=species:S:1:pos:R:3:mulliken_charge:R:1 method="wB97M-V/def2-TZVPD" relative_energy_kcal_mol=0.0 homo_energy_ha=0.0416 orbital_gap_ev=4.19 total_energy_ha=-5422.4505 total_charge=-2
Au -1.4487 -1.0231 -2.4069 -0.69
C 2.5354 -0.4409 -2.4419 -1.15
As 1.7021 -1.8502 -1.3357 0.20
C 3.4585 -3.0053 -1.4187 -1.60
C 2.1543 -1.1999 0.4767 -0.21
C 3.4426 -0.7550 0.7649 0.03
C 3.7713 -0.2208 2.0054 -0.74
C 2.8039 -0.1548 2.9966 -0.81
C 1.5220 -0.6223 2.7287 -0.10
C 1.1793 -1.1293 1.4788 0.36
As -0.6598 -1.7043 1.1065 0.44
C -0.8658 -2.6480 2.9201 -1.50
C -1.6525 -0.1408 1.7727 -0.95
H 3.3960 -0.8389 -2.9849 0.41
H 2.8479 0.3917 -1.8093 0.29
H 1.7761 -0.0734 -3.1294 0.33
H 4.4155 -2.4738 -1.3612 0.40
H 3.4083 -3.5179 -2.3857 0.46
H 3.4218 -3.7620 -0.6279 0.39
H 4.2047 -0.7993 -0.0047 0.23
H 4.7749 0.1469 2.1913 0.33
H 3.0384 0.2663 3.9685 0.34
H 0.7729 -0.5605 3.5093 0.19
H -0.7953 -1.9870 3.7901 0.36
H -0.1102 -3.4334 3.0087 0.38
H -1.8538 -3.1169 2.9236 0.46
H -1.0759 0.3925 2.5313 0.47
H -2.5840 -0.4990 2.2157 0.45
H -1.8548 0.5311 0.9424 -0.04
C -5.1371 0.6695 -1.9256 -1.25
C -4.3128 0.3183 -0.6995 0.55
O -4.2655 -1.0877 -0.5094 -0.54
H -5.2332 1.7546 -2.0272 0.32
H -6.1357 0.2281 -1.8579 0.35
H -4.6382 0.2774 -2.8143 0.23
H -4.7551 0.7664 0.1979 0.29
H -3.3033 0.7204 -0.8195 -0.36
H -3.3557 -1.3701 -0.7134 0.18
C -0.1244 -0.1797 -1.0716 -0.97
C -0.1056 1.2058 -1.0048 1.77
C -0.9856 2.1260 -1.7103 -0.48
C -0.9208 3.4933 -1.5675 -0.49
C 0.0040 4.1209 -0.7195 -0.61
C 0.8676 3.2711 -0.0148 -0.54
C 0.8288 1.9001 -0.1347 -0.39
H -1.7158 1.6980 -2.3895 0.19
H -1.6192 4.1008 -2.1400 0.31
H 0.0502 5.1985 -0.6179 0.32
H 1.6038 3.6995 0.6624 0.37
H 1.5286 1.3170 0.4521 0.04

55
Properties=species:S:1:pos:R:3:mulliken_charge:R:1 method="wB97M-V/def2-TZVPD" relative_energy_kcal_mol=0.0 homo_energy_ha=-0.5185 orbital_gap_ev=5.86 total_energy_ha=-2082.7828 total_charge=+2
Au -0.6817 0.5734 -1.6127 1.04
C -1.2720 2.0533 0.8900 -0.72
C -2.4203 2.7330 0.1357 -0.93
N -2.3425 2.5406 -1.3182 -0.11
C -3.5641 2.1291 -1.9948 -1.03
C -3.9840 0.6921 -1.6358 -0.42
S -2.6679 -0.5551 -1.8331 -0.13
C -2.5453 -1.2911 -0.1683 -0.82
C -2.2388 -0.2481 0.8779 -0.67
N -1.0655 0.6177 0.4746 0.66
H -0.3274 2.5675 0.7068 0.40
H -1.4547 2.0649 1.9665 0.45
H -3.3819 2.3630 0.4935 0.36
H -2.4036 3.7927 0.3977 0.53
H -1.9464 3.3505 -1.7769 0.32
H -4.4233 2.7677 -1.7644 0.37
H -3.3834 2.1988 -3.0673 0.47
H -4.3555 0.6198 -0.6151 0.36
H -4.7898 0.3752 -2.2975 0.53
H -3.4729 -1.8211 0.0564 0.67
H -1.7499 -2.0361 -0.2467 0.12
H -3.0908 0.4050 1.0415 0.44
H -1.9964 -0.7202 1.8289 0.49
H -0.2735 0.2593 1.0109 -0.45
C -0.2008 -4.7278 0.3828 -1.35
C 0.4977 -3.4977 0.8898 0.49
C 1.7217 -3.0908 0.3667 -1.10
C 2.4091 -1.9911 0.8664 -0.10
C 1.8564 -1.2504 1.9032 -0.13
N 2.4551 -0.0859 2.4616 0.05
C 3.7185 0.4394 2.2011 0.17
O 4.4503 0.7929 3.0831 -0.56
N 4.1164 0.6314 0.8612 -0.12
C 3.3839 1.0208 -0.2476 0.19
C 4.0458 1.6095 -1.3351 -0.57
C 3.3237 1.9864 -2.4444 -0.81
C 1.9594 1.7532 -2.4984 -0.25
N 1.3301 1.1672 -1.4771 -0.27
C 2.0145 0.8335 -0.3729 0.64
C 0.6241 -1.6349 2.4369 -0.43
C -0.0316 -2.7529 1.9442 -0.36
H 0.3474 -5.1759 -0.4437 0.38
H -1.2115 -4.5074 0.0323 0.28
H -0.2850 -5.4768 1.1707 0.37
H 2.1774 -3.6648 -0.4305 0.43
H 3.3823 -1.7467 0.4646 0.59
H 2.2952 -0.0103 3.4598 0.32
H 5.0800 0.9426 0.8696 0.27
H 5.1161 1.7705 -1.2967 0.44
H 3.8048 2.4563 -3.2902 0.45
H 1.3727 2.0135 -3.3663 0.45
H 1.4842 0.3527 0.4237 -0.06
H 0.2163 -1.0993 3.2890 0.45
H -0.9544 -3.0718 2.4183 0.58
Cl -0.6682 0.5828 -3.8719 -0.37

75
Properties=species:S:1:pos:R:3:mulliken_charge:R:1 method="wB97M-V/def2-TZVPD" homo_energy_ha=-0.2699 orbital_gap_ev=6.25 total_energy_ha=-3658.3158 total_charge=-1
Na -13.9557 15.2343 17.7943 1.00
O -7.7875 12.2396 22.7687 -0.60
C -7.8315 11.1230 22.2190 0.63
O -7.3082 9.9257 22.6838 -0.45
B -7.2397 8.8674 21.6101 0.92
O -8.0457 9.5238 20.5333 -0.44
C -8.2852 10.8271 20.7924 0.56
O -8.7984 11.7439 20.0803 -0.65
O -7.6027 7.4818 21.9430 -0.42
C -6.5964 6.6741 21.7384 0.63
O -6.5847 5.4518 21.8858 -0.62
C -5.4683 7.5870 21.1086 0.55
O -5.9045 8.8497 21.1298 -0.50
O -4.4260 7.2176 20.6009 -0.61
N -12.6020 19.5364 18.1979 -0.22
S -13.5799 20.6239 18.4306 1.06
O -14.6496 21.0028 17.5467 -0.58
O -13.1422 21.6492 19.3484 -0.60
F -14.5402 19.8120 19.4480 -0.36
S -11.7784 20.3630 17.0288 1.08
O -10.9428 21.4528 17.4729 -0.53
O -12.4330 20.3764 15.7581 -0.53
F -10.6185 19.1932 16.9800 -0.31
C -17.3953 13.1510 26.5586 -0.37
C -18.0589 14.5536 26.2660 0.22
O -17.6430 14.6694 24.8896 -0.31
C -16.4074 14.1748 24.8111 0.69
O -15.6231 14.2755 23.9315 -0.52
O -16.2104 13.3135 25.7851 -0.33
F -17.5378 15.6383 26.9715 -0.27
H -18.0144 12.3096 26.2473 0.28
H -17.1997 13.0324 27.6244 0.30
H -19.1471 14.5484 26.3287 0.28
O -16.9247 10.0665 18.6633 -0.57
C -17.2080 9.0015 18.0973 0.64
O -16.6049 7.7610 18.2879 -0.26
C -15.5293 7.5759 19.2054 -0.13
C -15.2132 6.0628 19.2294 -1.16
C -18.3460 9.0111 17.0585 -0.96
H -15.7812 7.8950 20.2167 0.28
H -14.7046 8.1956 18.8532 0.28
H -15.2147 5.6524 18.2196 0.32
H -15.9170 5.3999 19.7327 0.30
H -14.2197 5.8248 19.6094 0.36
H -18.8004 9.9986 17.1394 0.33
H -19.0915 8.2477 17.2809 0.29
H -18.0267 9.0559 16.0172 0.28
O -12.1543 12.1207 13.6332 -0.56
C -12.1186 11.7382 12.4835 0.70
O -11.4933 12.3703 11.4060 -0.32
C -10.6801 13.5177 11.5729 -0.23
C -9.1050 13.2650 11.5103 -1.07
C -12.6508 10.3650 12.1653 -0.93
H -10.7775 14.0342 12.5278 0.28
H -10.9910 14.2184 10.7980 0.31
H -8.7562 12.5556 12.2608 0.31
H -8.5958 14.1990 11.7476 0.35
H -8.7780 12.8756 10.5461 0.29
H -13.6742 10.5277 11.8272 0.26
H -12.7606 9.8278 13.1074 0.32
H -12.0887 9.8215 11.4059 0.30
O -17.9188 16.6839 14.4345 -0.59
C -19.0700 16.9469 13.9195 0.74
O -19.2730 17.4447 12.6678 -0.31
C -18.0842 18.0636 12.0476 -0.19
C -17.2321 17.0191 11.4590 -1.05
C -20.3654 16.5965 14.6198 -1.02
H -17.5555 18.7033 12.7542 0.34
H -18.4123 18.6027 11.1589 0.27
H -17.7903 16.6362 10.6047 0.26
H -16.9225 16.2880 12.2058 0.31
H -16.2745 17.3179 11.0326 0.36
H -21.1981 17.2506 14.3612 0.32
H -20.2477 16.7758 15.6885 0.32
H -20.7193 15.5775 14.4631 0.25

50
Properties=species:S:1:pos:R:3:mulliken_charge:R:1 method="wB97M-V/def2-TZVPD" homo_energy_ha="-0.2828 / -0.2722" orbital_gap_ev="6.18 / 5.70" total_energy_ha=-1250.6917 total_charge=0
C -2.3803 0.6207 -3.2641 -0.69
C -2.1833 -0.6075 -2.6186 -0.76
C -1.4804 -0.6741 -1.3989 1.19
C -0.9596 0.4969 -0.7981 0.05
C -1.1372 1.7267 -1.4895 0.83
C -1.8455 1.7893 -2.7035 -0.79
C -1.2618 -2.0043 -0.7097 -0.81
C 0.2007 -2.4756 -0.5327 -1.03
N 1.2472 -1.4209 -0.2820 0.55
Be 0.4290 0.4127 0.8350 -0.57
C -0.4399 2.9479 -0.9169 -1.26
P 1.2195 2.3222 -0.3450 0.86
H -2.5793 -1.5279 -3.0666 0.37
H -1.9693 2.7499 -3.2188 0.36
H -2.9328 0.6653 -4.2090 0.36
H -0.9562 3.3213 -0.0116 0.42
H -0.3528 3.7812 -1.6370 0.43
H -1.7171 -1.9460 0.2902 0.06
H -1.7879 -2.8085 -1.2546 0.51
H 0.2339 -3.1702 0.3214 0.48
C 1.9479 3.6663 0.6827 -1.18
C 2.2201 2.4118 -1.9005 -1.49
H 0.5293 -3.0464 -1.4236 0.46
C 1.8041 -0.9856 -1.5857 -1.33
C 2.3406 -2.0158 0.5273 -1.24
H -0.2426 1.5551 1.6679 -0.24
H 2.2952 -1.8382 -2.0980 0.48
H 0.9901 -0.5991 -2.2157 0.33
H 2.5451 -0.1938 -1.4088 0.30
H 2.8732 -2.7616 -0.0799 0.41
H 3.0484 -1.2311 0.8661 0.22
H 1.9019 -2.5231 1.3987 0.40
H 2.2371 3.4473 -2.2840 0.45
H 3.2546 2.0786 -1.7138 0.41
H 1.7597 1.7562 -2.6570 0.32
H 2.0995 4.5896 0.0966 0.39
H 1.2687 3.8657 1.5272 0.32
H 2.9142 3.3260 1.0910 0.36
H 1.5969 0.3944 1.9978 -0.39
F -3.0113 -2.7088 4.7129 -0.34
C -2.2047 -2.0435 3.8495 0.28
C -2.7482 -1.1125 2.9678 -0.57
C -1.9169 -0.4246 2.0839 -0.18
C -0.5264 -0.6753 2.0346 0.53
C 0.0100 -1.5716 2.9770 -0.06
C -0.8264 -2.2632 3.8636 -0.82
H -3.8132 -0.9160 2.9702 0.43
H -2.3598 0.3045 1.4205 0.27
H 1.0671 -1.7244 3.0687 0.47
H -0.4016 -2.9586 4.5750 0.42

56
Properties=species:S:1:pos:R:3:mulliken_charge:R:1 method="wB97M-V/def2-TZVPD" homo_energy_ha=-0.1979 orbital_gap_ev=7.40 total_energy_ha=-5845.1871 total_charge=-1
F 3.8200 4.6255 2.5521 -0.34
C 3.4017 4.6138 1.2235 0.12
C 3.1494 6.0207 0.7101 -0.79
Ga 1.1937 6.5848 0.6027 0.26
Br 0.5297 8.0621 2.3984 -0.55
C 0.0053 4.9332 0.4969 0.27
C -0.6211 4.5882 -0.6853 -0.70
C -1.3728 3.4317 -0.7133 -0.60
C -1.4750 2.6896 0.4235 0.32
N -0.9216 2.9789 1.6024 -0.49
C -0.1955 4.1068 1.5827 -0.28
H 4.1954 4.1407 0.6447 0.23
H 2.5334 3.9624 1.1618 -0.07
H 3.5711 6.0975 -0.2864 0.29
H 3.6612 6.7007 1.3838 0.40
H 0.9570 7.3944 -0.7731 -0.32
H -0.4945 5.2246 -1.5454 0.39
H -1.8739 3.1036 -1.6091 0.43
H -2.0480 1.7730 0.3791 0.03
H 0.2694 4.3837 2.5209 0.44
O -0.4325 -1.2663 -1.5735 -0.67
C -0.0718 -1.2099 -0.4322 0.25
O -0.3379 -0.1606 0.3700 -0.08
C 0.3067 -0.3337 1.6507 -0.62
C 0.5366 -1.8347 1.7767 -0.61
C 0.7446 -2.2419 0.3197 -0.18
H 1.2359 0.2373 1.6430 0.44
H -0.3410 0.0669 2.4257 0.36
H 1.3664 -2.0858 2.4343 0.38
H -0.3618 -2.3163 2.1663 0.22
H 1.7863 -2.1450 0.0108 0.18
H 0.3818 -3.2445 0.1076 0.36
O 2.0064 -7.6875 -2.2692 -0.57
C 2.1286 -6.5036 -2.3698 0.46
O 3.0805 -5.8064 -1.7024 -0.40
C 2.9248 -4.3964 -1.9474 -0.09
C 2.1522 -4.2965 -3.2545 -0.50
C 1.2854 -5.5529 -3.2003 -0.39
H 2.3774 -3.9647 -1.1118 0.01
H 3.9089 -3.9366 -2.0022 0.35
H 1.5902 -3.3690 -3.3481 0.32
H 2.8423 -4.3615 -4.0972 0.28
H 0.3439 -5.3800 -2.6772 0.24
H 1.0892 -5.9752 -4.1811 0.30
O -4.2073 -4.0484 1.2344 -0.60
C -4.0900 -2.8649 1.1110 0.51
O -3.1805 -2.1438 1.8069 -0.35
C -3.3369 -0.7368 1.5226 0.37
C -4.0364 -0.6797 0.1741 -0.48
C -4.8947 -1.9438 0.2123 -0.49
H -3.9285 -0.2848 2.3216 0.28
H -2.3605 -0.2676 1.4988 -0.53
H -4.5973 0.2403 0.0243 0.45
H -3.2983 -0.7584 -0.6264 0.23
H -5.8653 -1.7695 0.6791 0.26
H -5.0321 -2.3931 -0.7668 0.30